No. 1
Below is the molecule C3H3ClO2S in a non-equilibrium geometry, with properties calculated with the ωB97M-V functional and the def2-TZVPD basis.

Last column: Mulliken charge in e.
Positions of all 10 atoms, in Å:
O  0.1877  -1.9034  2.1924  -0.441
S  -0.4306  -1.5680  0.9469  0.794
O  -1.4032  -2.5499  0.4713  -0.463
C  0.4135  -0.5718  -0.1127  -0.208
C  -0.3709  0.8562  -1.0570  -0.627
C  0.6514  0.9001  0.1201  0.266
Cl  2.2208  1.4016  -0.4810  -0.188
H  -0.3056  0.9618  -2.2309  0.226
H  -1.3653  1.1077  -0.8954  0.281
H  0.4023  1.3657  1.0463  0.360

**Kohn-Sham gap (spin up / spin down)**: 8.717 / 8.718 eV
**Energy relative to the best compared isomer or geometry (same formula, charge and spin)**: 4.977 eV
**LUMO (spin up / spin down)**: -1.46 / -1.46 eV
**Structure (SMILES)**: O=S(=O)=C1C[C@@H]1Cl

***

No. 2
Below is the molecule C3H3ClOS in a non-equilibrium geometry, with properties calculated with the ωB97M-V functional and the def2-TZVPD basis.

Last column: Mulliken charge in e.
Positions of all 9 atoms, in Å:
C  -0.1687  -0.1958  0.2783  0.838
C  0.4801  0.7330  -0.1266  -0.461
C  -0.9514  -1.0872  1.0964  -1.029
O  2.7170  1.1797  -1.3654  -0.436
S  1.4866  1.9218  -1.1303  0.466
Cl  0.1117  1.6878  -2.7040  -0.180
H  -1.3860  -0.7144  2.0745  0.282
H  -1.8844  -1.4309  0.5356  0.267
H  -0.4048  -2.0941  1.3416  0.255

**Kohn-Sham gap**: 9.998 eV
**Energy relative to the best compared isomer or geometry (same formula, charge and spin)**: 2.643 eV
**LUMO**: -0.34 eV

***

No. 3
Below is C3H3CoMgO4 as an isolated structure in a non-equilibrium geometry, with properties calculated with the ωB97M-V functional and the def2-TZVPD basis.

Last column: Mulliken charge in e.
Positions of all 12 atoms, in Å:
O  -0.7364  -2.0654  -0.7272  -0.611
C  -0.1787  -1.6243  0.3466  0.627
O  -0.5082  -1.9782  1.4825  -0.570
Co  -0.6434  -0.9481  -2.2661  0.443
O  0.5913  0.1753  -1.3247  -0.923
C  0.6521  -0.0344  0.0289  0.251
C  0.1798  1.2162  0.7958  -0.155
O  -0.8303  1.9213  0.1556  -0.752
Mg  -0.8677  1.5982  -1.7413  0.929
H  1.0855  1.8489  0.9300  0.237
H  -0.1309  0.8804  1.8064  0.283
H  1.3869  -0.9900  0.5135  0.241

**Kohn-Sham gap (spin up / spin down)**: 6.262 / 5.027 eV
**2S+1**: 5
**LUMO (spin up / spin down)**: -1.62 / -2.77 eV

***

No. 4
Below is C3H3CoO as an isolated structure in a non-equilibrium geometry, with properties calculated with the ωB97M-V functional and the def2-TZVPD basis.

Last column: Mulliken charge in e.
Positions of all 8 atoms, in Å:
C  -0.3282  0.0090  0.0677  -0.142
C  0.7845  -0.7305  -0.7296  -0.456
C  0.5287  -0.7354  0.7289  -0.019
H  1.6389  -0.1725  -1.1415  0.205
H  0.4979  -1.5903  -1.3540  0.192
H  0.7968  -1.2053  1.6725  0.342
O  -2.2864  2.9961  0.7290  -0.465
Co  -1.6322  1.4289  0.0269  0.344

**Kohn-Sham gap (spin up / spin down)**: 9.411 / 7.329 eV
**2S+1**: 5
**Energy relative to the best compared isomer or geometry (same formula, charge and spin)**: 0.232 eV
**LUMO (spin up / spin down)**: 0.10 / -1.90 eV

***

Q: Which total energy values were calculated for the entries above? A: -1124.77550 -1049.61728 -1999.78789 -1573.87068, in hartree.